{
  "formula": "C24H31N3O3",
  "method": "the ωB97M-V functional and the def2-TZVPD basis",
  "species": ["C", "H", "O", "C", "C", "C", "N", "C", "O", "C", "C", "C", "C", "C", "C", "H", "H", "O", "C", "C", "C", "N", "C", "C", "H", "H", "H", "H", "C", "C", "N", "C", "C", "C", "C", "H", "H", "H", "H", "H", "H", "H", "H", "H", "H", "H", "H", "H", "C", "C", "H", "H", "H", "H", "H", "H", "H", "H", "H", "H", "H"],
  "positions_angstrom": [[4.13623, -9.03204, 2.20661], [3.75872, -9.97954, 1.80172], [3.16098, -8.02542, 2.14143], [2.73786, -7.75198, 0.82566], [1.68312, -6.65408, 0.87268], [1.08412, -6.33923, -0.50066], [0.80769, -4.91082, -0.47929], [0.58271, -4.26696, -1.64842], [0.53974, -4.87187, -2.70685], [0.37079, -2.79354, -1.56818], [1.03417, -1.96823, -2.47360], [0.83946, -0.60621, -2.45247], [-0.04669, -0.02615, -1.53940], [-0.73745, -0.85321, -0.65784], [-0.52459, -2.22047, -0.67603], [-1.08368, -2.84731, 0.00278], [-1.44952, -0.44999, 0.04503], [-0.16261, 1.32289, -1.62190], [-1.00286, 2.03026, -0.72560], [-0.36213, 2.19678, 0.65368], [-1.24364, 3.07913, 1.53088], [-1.41064, 4.38109, 0.91855], [-2.06892, 4.26329, -0.36717], [-1.22740, 3.41948, -1.31764], [-1.72168, 3.33599, -2.28610], [-0.25732, 3.89429, -1.46287], [-3.07499, 3.80961, -0.26349], [-2.18924, 5.26439, -0.78637], [-2.08450, 5.31775, 1.80432], [-1.96421, 6.72763, 1.29083], [-0.80189, 7.32991, 1.50003], [-0.63326, 8.56029, 1.05420], [-1.61332, 9.27041, 0.37694], [-2.83414, 8.65044, 0.16548], [-3.01477, 7.35814, 0.62941], [-3.95549, 6.84696, 0.48676], [-3.63240, 9.16423, -0.35123], [-1.42935, 10.27567, 0.03121], [0.33645, 8.99786, 1.25440], [-1.58248, 5.26949, 2.77302], [-3.15103, 5.05817, 1.94063], [-2.21885, 2.57905, 1.69491], [-0.76492, 3.21466, 2.50335], [-0.20889, 1.22839, 1.13264], [0.60922, 2.67531, 0.52434], [-1.97214, 1.51680, -0.63503], [1.35602, 0.04289, -3.14165], [1.70627, -2.41355, -3.19125], [1.18933, -4.32413, 0.78919], [2.23100, -5.29948, 1.33066], [2.34789, -5.24327, 2.40950], [3.19770, -5.11346, 0.86083], [1.57525, -3.31314, 0.65196], [0.32502, -4.28333, 1.46408], [0.16546, -6.89720, -0.70009], [1.78648, -6.55612, -1.31347], [0.89769, -6.97252, 1.56302], [3.59416, -7.43263, 0.20985], [2.31317, -8.66065, 0.36878], [5.03913, -8.74926, 1.65072], [4.38307, -9.15941, 3.25848]],
  "atomic_forces_ev_per_a": [[0.06, -0.06, -0.02], [0.03, 0.01, 0.02], [-0.18, 0.22, 0.01], [-0.30, 0.04, -0.08], [0.34, -0.04, 0.02], [-0.05, -0.36, -0.22], [0.04, -0.18, 0.03], [-0.10, 0.03, 0.11], [0.07, -0.03, -0.25], [-0.13, 0.18, -0.09], [-0.06, -0.07, 0.11], [-0.08, 0.18, 0.09], [0.13, -0.25, -0.10], [-0.15, 0.37, 0.07], [0.21, -0.16, -0.21], [-0.03, -0.06, 0.10], [-0.04, 0.08, 0.05], [0.09, -0.07, -0.16], [-0.06, 0.39, 0.31], [-0.24, -0.18, -0.11], [0.22, -0.11, 0.01], [-0.09, 0.05, 0.08], [0.16, 0.01, -0.22], [-0.16, -0.31, 0.07], [0.00, -0.01, -0.03], [0.05, 0.03, -0.04], [0.00, 0.08, 0.02], [-0.08, -0.10, -0.02], [0.02, -0.08, -0.03], [-0.40, 0.04, -0.03], [0.30, -0.33, 0.24], [0.04, 0.31, -0.13], [-0.11, -0.07, -0.02], [0.08, 0.02, 0.01], [0.10, 0.04, 0.08], [-0.06, -0.08, 0.00], [-0.04, 0.03, -0.03], [0.04, 0.08, -0.01], [0.05, 0.12, -0.02], [-0.11, 0.02, -0.02], [0.07, 0.00, 0.02], [0.03, 0.04, 0.05], [-0.09, -0.03, 0.00], [0.03, 0.00, 0.01], [0.05, -0.01, 0.00], [0.10, 0.03, -0.02], [0.07, 0.08, -0.08], [0.05, -0.04, -0.09], [0.16, 0.28, 0.40], [-0.26, -0.06, 0.03], [0.05, 0.05, 0.04], [0.08, 0.02, -0.03], [-0.07, -0.09, 0.06], [0.09, 0.09, 0.02], [0.12, -0.06, -0.04], [-0.06, -0.03, 0.03], [-0.02, 0.00, -0.01], [-0.08, 0.00, 0.00], [0.08, 0.04, 0.01], [-0.01, -0.02, 0.03], [0.06, -0.07, -0.03]],
  "mulliken_charge": [-0.754, 0.304, -0.307, -1.062, 0.753, -1.075, 0.228, 0.146, -0.671, 0.077, -0.777, -0.692, 0.725, 0.019, -0.613, 0.422, 0.435, -0.411, -0.032, -0.640, -0.852, 0.048, -0.518, -0.961, 0.405, 0.302, 0.320, 0.447, -0.875, 0.585, -0.504, -0.253, -0.412, -0.470, -0.482, 0.389, 0.397, 0.375, 0.382, 0.455, 0.354, 0.352, 0.449, 0.498, 0.264, 0.243, 0.437, 0.432, -0.543, -1.089, 0.350, 0.344, 0.441, 0.224, 0.322, 0.352, 0.305, 0.408, 0.450, 0.314, 0.240],
  "total_charge": 0,
  "e_above_lowest_ev": 1.916,
  "smiles": "COC[C@H]1CCN(C(=O)c2ccc(OC3CCN(Cc4ccccn4)CC3)cc2)C1",
  "lumo_ha": 0.0272,
  "homo_energy_ha": -0.310
}